Below is C26H45N3P2Yb as an isolated structure in a non-equilibrium geometry, with properties calculated with wB97M-V/def2-TZVPD.

Geometry as XYZ:
```
77
Properties=species:S:1:pos:R:3:lowdin_charge:R:1
Yb 0.24629 -0.35558 -0.07446 1.533
C 1.14596 -1.23312 2.21029 -0.321
C 2.07049 -1.53837 1.17186 -0.342
C 2.10359 0.73226 1.50189 -0.306
C 1.20367 0.16555 2.43445 -0.286
C 2.64426 -0.31527 0.71011 -0.335
C 0.34582 -2.21219 2.98647 -0.041
H 0.07371 -3.08561 2.37528 0.071
H -0.59248 -1.76975 3.35388 0.063
H 0.89677 -2.59295 3.86706 0.105
C 0.55444 0.89070 3.55154 -0.019
H -0.15345 0.24655 4.07945 0.072
H 0.01521 1.78649 3.21679 0.068
H 1.30719 1.22228 4.28276 0.106
C 2.50726 2.15842 1.43132 -0.026
H 3.52737 2.29448 1.82756 0.103
H 1.83577 2.79981 2.01934 0.080
H 2.51584 2.53863 0.39846 0.071
C 3.63943 -0.14334 -0.37558 -0.034
H 4.66700 -0.30156 -0.00405 0.106
H 3.59760 0.87197 -0.79922 0.069
H 3.47586 -0.85696 -1.19857 0.057
C 2.37875 -2.90286 0.70072 -0.034
H 3.02097 -3.45097 1.41200 0.112
H 2.87867 -2.87389 -0.27088 0.051
H 1.45877 -3.49030 0.58091 0.052
C -0.95012 -2.24806 -2.10510 -0.162
C -0.42493 -3.08075 -1.18179 -0.160
C 0.21337 -4.38735 -1.55583 -0.162
C 1.61478 -4.36937 -2.24857 -0.166
C 2.16246 -3.03109 -2.63593 -0.128
C 1.58824 -2.25050 -3.55856 -0.110
C 0.37483 -2.66288 -4.33171 -0.166
C -0.97949 -2.60754 -3.56143 -0.166
H -0.45289 -4.95628 -2.22505 0.122
H 1.54198 -5.03260 -3.12432 0.122
H 0.32154 -4.99288 -0.63931 0.115
H -1.44467 -3.59925 -3.69254 0.123
H -1.53031 -1.35169 -1.84022 0.063
H -0.59595 -2.94074 -0.10145 0.078
H -1.62327 -1.88247 -4.08570 0.107
H 0.28791 -2.00681 -5.21388 0.110
H 2.04862 -1.31724 -3.88616 0.086
H 0.48801 -3.68621 -4.72429 0.120
H 2.33840 -4.84747 -1.57023 0.112
H 3.15466 -2.79835 -2.24264 0.096
P -2.78698 -0.63800 0.91836 0.748
C -3.32447 0.10183 2.51785 -0.265
H -4.41321 -0.00647 2.62314 0.054
H -3.06050 1.16796 2.54766 0.042
H -2.81509 -0.39820 3.35281 0.036
C -3.97321 0.27058 -0.15538 -0.282
H -4.96632 0.28551 0.31401 0.055
H -4.03666 -0.21195 -1.13895 0.037
H -3.62800 1.30195 -0.30363 0.031
C -3.68579 -2.24158 1.01790 -0.291
H -3.68588 -2.70919 0.02138 0.037
H -4.71874 -2.08323 1.36730 0.053
H -3.15122 -2.90752 1.71412 0.040
P 0.35858 1.61554 -2.52236 0.763
C 2.00342 1.67895 -3.33756 -0.288
H 1.90753 2.07176 -4.35761 0.057
H 2.44348 0.67274 -3.37330 0.008
H 2.66992 2.32161 -2.74724 0.045
C -0.72686 1.27798 -3.96545 -0.280
H -0.41806 0.35789 -4.47481 0.026
H -0.68319 2.12911 -4.65659 0.054
H -1.76263 1.15503 -3.61426 0.043
C 0.05312 3.42925 -2.39206 -0.273
H 0.24414 3.91413 -3.36014 0.058
H 0.71077 3.86379 -1.62546 0.047
H -0.98716 3.60968 -2.09105 0.046
N -0.86411 1.55168 0.34747 -0.078
C -1.13747 2.63437 0.75688 -0.359
N -1.52492 3.80264 1.06146 0.095
C -1.11329 4.52377 2.08085 -0.384
N -0.82938 5.23461 2.97465 0.113
```

Its total energy is -3023.1504 a.u. As for the charge: +1. The calculation puts the highest occupied orbital energy (alpha / beta) at -11.0 / -11.1 eV. Its multiplicity is 2. The expectation value of S² is 0.751.